{"formula": "C4H5NO2", "method": "ωB97M-V/def2-TZVPD", "species": ["O", "C", "N", "C", "C", "O", "C", "H", "H", "H", "H", "H"], "coordinates": [[0.9546, 2.7563, 0.3761], [0.3240, 1.1593, 0.1126], [1.0310, 0.0245, -0.0039], [0.3521, -1.0747, -0.6630], [-0.8904, -1.5013, 0.1066], [-1.1545, -1.0673, 1.2008], [-0.2987, 2.2432, 0.4003], [1.4468, -0.2562, 0.8808], [1.0294, -1.9365, -0.7314], [0.0804, -0.7984, -1.6883], [-1.5483, -2.2401, -0.3929], [-1.2630, 2.7452, 0.4434]], "atomic_forces_ev_per_a": [[0.201, 0.380, -0.194], [-0.204, -0.099, 0.201], [-0.200, 0.249, 0.205], [-0.021, -0.072, -0.044], [-0.090, 0.088, 0.299], [0.058, -0.255, -0.556], [0.042, -0.210, -0.167], [0.014, -0.022, -0.025], [-0.095, 0.112, -0.007], [-0.001, 0.012, 0.163], [0.069, 0.011, 0.034], [0.227, -0.194, 0.092]], "nbo_charge": [-0.587, 0.327, -0.593, -0.323, 0.417, -0.506, 0.095, 0.391, 0.229, 0.232, 0.118, 0.200], "lumo_ev": 0.657, "largest_force_ev_per_a": 0.6, "energy_ev": -9809.189, "smiles": "O=CCNC1=CO1", "homo_ev": -7.69, "de_lowest_kcal_mol": 118.20}

=====

{"formula": "C2HBr2ClO", "method": "ωB97M-V/def2-TZVPD", "species": ["C", "C", "O", "Cl", "Br", "Br", "H"], "coordinates": [[-0.2283, -0.6654, -0.7994], [0.1124, 0.4478, 0.5812], [0.1862, -0.5314, -1.8825], [-1.2985, -1.8787, -0.2195], [-0.5146, 2.1963, 0.1570], [2.0522, 0.3679, 0.6638], [-0.3094, 0.0635, 1.4994]], "atomic_forces_ev_per_a": [[0.324, 2.630, 2.830], [0.504, -1.829, -2.977], [0.067, -0.095, -0.089], [-0.375, -0.667, -0.053], [-0.124, -0.132, 0.081], [-0.290, 0.089, 0.276], [-0.107, 0.004, -0.068]], "nbo_charge": [0.527, -0.463, -0.469, -0.001, 0.106, 0.069, 0.232], "lumo_ev": 0.255, "largest_force_ev_per_a": 3.9, "energy_ev": -156744.163, "homo_ev": -10.29, "de_lowest_kcal_mol": 15.30}